Entry 1:
19
Properties=species:S:1:pos:R:3:forces:R:3 method="wB97M-V/def2-TZVPD" spin_multiplicity=1 de_lowest_kcal_mol=49.9 lumo_ha=0.0335 total_energy_ha=-365.1519 smiles="C=NC(=C)CCCO"
C 0.068365 0.035982 -2.986649 -0.37 0.48 -0.17
N 0.277145 -0.905674 -2.185235 0.62 -0.60 -0.33
C -0.277494 -0.953398 -0.895089 -0.12 0.53 0.13
C -0.445878 -2.152329 -0.359342 -0.17 -0.52 0.56
C -0.636948 0.321934 -0.176000 0.49 0.12 0.14
C 0.549290 1.023319 0.564808 -1.04 -0.76 -0.17
C 0.695160 0.501833 1.979022 -0.14 0.07 0.30
O -0.482621 0.862416 2.728086 0.40 0.26 0.39
H 0.511100 0.016368 -3.980964 0.07 -0.10 0.10
H -0.586763 0.883863 -2.766747 0.05 0.08 -0.01
H -0.888402 -2.296434 0.614284 -0.14 0.30 0.15
H -0.175328 -3.073030 -0.843574 0.24 0.01 -0.44
H -1.414761 0.096482 0.530552 -0.34 -0.02 0.43
H -1.058543 1.052135 -0.855105 -0.15 0.03 -0.27
H 1.449374 0.837291 -0.022351 0.17 0.47 0.12
H 0.255531 2.071232 0.660400 0.57 0.10 -0.25
H 1.579092 0.927958 2.463954 0.01 -0.07 -0.11
H 0.779908 -0.586620 2.003357 0.11 -0.05 -0.10
H -0.198228 1.336671 3.526594 -0.25 -0.32 -0.48

Entry 2:
19
Properties=species:S:1:pos:R:3:forces:R:3 method="wB97M-V/def2-TZVPD" spin_multiplicity=1 de_lowest_kcal_mol=71.3 lumo_ha=0.0301 total_energy_ha=-365.1179
C -0.708612 1.047652 -2.537074 0.12 0.18 0.10
C -0.179324 1.302052 -1.345939 0.87 -2.38 1.11
C 0.281769 0.052292 -0.291750 -1.07 5.11 -4.13
C 1.586193 -0.564889 -0.644232 -0.05 -0.49 0.20
C -0.533337 0.011350 0.717839 1.72 -5.10 3.08
N -1.795840 0.491618 0.957606 -0.27 0.29 0.08
C -0.055174 -1.288024 1.724814 -1.76 2.21 -0.41
O 1.209436 -1.158221 2.320852 0.14 -0.27 -0.33
H -0.927516 0.041423 -2.866049 0.11 -0.17 0.03
H -0.921948 1.828357 -3.260663 -0.11 0.08 0.17
H -0.009961 2.329633 -1.029790 0.12 -0.14 0.07
H 2.404457 0.010312 -0.214833 0.15 -0.03 -0.02
H 1.713073 -0.590280 -1.722955 -0.05 0.14 -0.10
H 1.674789 -1.593340 -0.301207 0.05 -0.04 0.23
H -2.172924 1.110518 0.259712 0.04 0.18 -0.10
H -1.962469 0.805384 1.902467 -0.03 -0.02 -0.08
H -0.853686 -1.325691 2.477316 0.10 -0.25 0.08
H -0.049536 -2.230568 1.174958 -0.07 0.28 -0.14
H 1.300611 -0.279578 2.678929 0.00 0.41 0.17

Entry 3:
19
Properties=species:S:1:pos:R:3:forces:R:3 method="wB97M-V/def2-TZVPD" spin_multiplicity=1 de_lowest_kcal_mol=183.1 lumo_ha=0.0311 total_energy_ha=-364.9398 smiles=C[C@@]12CCN[C@H]1CO2
C -0.760167 -1.696646 -0.004394 -2.47 1.58 0.43
C -0.655215 -0.122284 0.340778 2.02 -2.21 -2.28
C 0.369425 0.087213 1.311005 0.34 1.78 5.72
C 1.631693 -0.050288 0.371385 0.96 -3.87 8.28
N 1.245232 -0.039112 -0.923412 -5.50 -1.06 -0.28
C 0.016186 0.807867 -0.656658 1.43 -4.50 -3.18
C -1.309151 1.180919 -1.195991 -0.41 0.12 -1.45
O -1.768155 0.623893 0.071843 -5.10 2.27 1.04
H -1.720183 -1.424944 -0.757256 2.56 -2.44 1.41
H -1.160687 -2.207806 1.045953 0.93 1.11 -2.98
H 0.256806 -2.195153 -0.378791 -2.73 1.24 0.54
H 0.524907 -0.485826 2.348836 -0.70 0.53 -2.39
H 0.180579 1.152089 1.690560 0.70 -1.11 -0.32
H 2.197635 0.719778 0.868356 1.35 0.46 -0.92
H 1.913495 -1.091857 0.941855 0.62 1.89 -2.45
H 1.890286 0.391135 -1.384447 4.77 3.24 -4.19
H 0.260179 1.606801 -0.140646 1.78 3.91 2.48
H -1.568466 2.278765 -1.612099 0.46 -2.42 1.77
H -1.544399 0.465458 -1.936878 -1.00 -0.50 -1.26

Entry 4:
20
Properties=species:S:1:pos:R:3:forces:R:3 method="wB97M-V/def2-TZVPD" spin_multiplicity=1 de_lowest_kcal_mol=10.6 lumo_ha=0.0305 total_energy_ha=-440.4703 smiles="CCC(=O)CC(=O)NC"
C -2.771564 0.869568 -0.240264 0.13 0.04 0.14
C -1.382304 0.441348 -0.719886 0.13 0.14 -0.41
C -0.319095 1.109712 0.117189 -0.84 -0.03 1.25
O 0.119709 2.210315 -0.114035 0.19 -0.24 -0.11
C 0.050377 0.327721 1.416507 0.45 0.43 -0.73
C 0.894071 -0.838442 0.923557 -0.39 0.47 -0.80
O 0.652850 -1.998476 1.164506 0.12 -0.33 0.27
N 1.785337 -0.429546 -0.028423 0.37 -0.20 0.14
C 2.594780 -1.364884 -0.772094 0.17 -0.16 0.09
H -2.866953 1.954716 -0.264484 -0.02 0.00 -0.03
H -3.537225 0.437251 -0.880157 -0.05 -0.02 0.01
H -2.944609 0.534259 0.781613 -0.10 0.00 0.04
H -1.253901 0.760007 -1.758333 0.07 -0.13 0.09
H -1.281105 -0.643360 -0.646468 0.01 0.01 -0.09
H -0.824633 -0.065363 1.931530 0.07 0.09 -0.01
H 0.650754 0.980052 2.050595 -0.17 0.03 0.12
H 2.046402 0.542950 -0.086008 -0.23 -0.01 0.10
H 3.619923 -1.377993 -0.397031 0.03 -0.11 -0.06
H 2.158883 -2.355329 -0.650169 0.07 0.05 -0.05
H 2.608303 -1.094507 -1.828146 -0.02 -0.02 0.02

Entry 5:
20
Properties=species:S:1:pos:R:3:forces:R:3 method="wB97M-V/def2-TZVPD" spin_multiplicity=1 de_lowest_kcal_mol=83.9 lumo_ha=0.0239 total_energy_ha=-440.3535 smiles="C=C(C)C(=O)N(O)CC"
C 2.083925 -1.104942 -0.947505 0.12 0.17 0.03
C 1.720122 -0.114609 -0.146002 -0.05 0.10 -0.27
C 2.635272 0.545023 0.840348 -0.02 0.40 -0.32
C 0.308323 0.446635 -0.133021 4.12 -0.42 2.67
O 0.168880 1.656587 0.030704 -0.93 -1.14 -1.07
N -0.637047 -0.492342 0.143804 -4.04 3.23 -1.55
O -0.479034 -1.854888 0.071563 0.33 -0.41 -0.51
C -1.874851 0.106284 -0.628881 -1.16 -1.98 0.79
C -2.891937 0.838830 0.244524 0.77 0.16 0.21
H 1.389044 -1.611175 -1.595627 -0.09 0.01 -0.18
H 3.112348 -1.433365 -0.965441 0.11 -0.14 0.01
H 2.598306 1.623168 0.689377 0.06 0.06 0.03
H 2.292257 0.370470 1.861228 0.06 -0.11 0.04
H 3.661949 0.209597 0.716535 0.02 -0.12 0.09
H -0.671706 -2.200482 0.959296 0.06 0.46 -0.24
H -1.601081 0.702737 -1.498052 0.53 0.05 0.31
H -2.388636 -0.772020 -1.029141 0.21 -0.15 0.00
H -3.793037 1.074847 -0.316516 -0.06 -0.14 -0.16
H -2.475673 1.781117 0.595741 0.03 -0.02 0.10
H -3.157424 0.228530 1.107067 -0.07 0.01 0.00

Entry 6:
20
Properties=species:S:1:pos:R:3:forces:R:3 method="wB97M-V/def2-TZVPD" spin_multiplicity=1 de_lowest_kcal_mol=27.3 lumo_ha=0.0277 total_energy_ha=-440.4437 smiles="CC(C)=C[C@H](O)C(N)=O"
C -2.074882 0.369729 -1.046109 -0.03 -0.33 0.00
C -0.985279 -0.269958 -0.236151 -0.24 -0.65 -0.43
C -1.249597 -0.305708 1.239026 0.31 0.11 0.01
C 0.099572 -0.764352 -0.846683 -0.35 0.00 -0.25
C 1.462914 -0.915925 -0.220243 -0.05 1.58 0.63
O 1.718115 -1.991424 0.625405 -0.14 -0.06 0.34
C 1.547496 0.493355 0.522598 0.68 -1.38 -0.48
N 1.626667 1.556457 -0.303530 0.27 0.54 -0.10
O 1.494187 0.578098 1.728040 0.12 -0.09 0.35
H -1.867825 0.310594 -2.110136 -0.01 0.02 -0.13
H -2.138541 1.422221 -0.765089 -0.05 0.10 0.01
H -3.046837 -0.081334 -0.848834 -0.10 0.01 0.02
H -0.635741 -1.043988 1.745106 0.03 0.02 0.05
H -1.047002 0.664460 1.694475 -0.08 0.06 0.09
H -2.295692 -0.554075 1.410419 -0.09 0.02 -0.01
H 0.100688 -0.817997 -1.929251 -0.08 0.21 -0.12
H 2.237097 -0.907119 -0.990491 -0.12 -0.12 -0.15
H 1.636532 -1.677459 1.537304 0.00 0.13 0.03
H 1.706403 1.456300 -1.300852 -0.05 -0.07 0.13
H 1.711725 2.478124 0.094997 -0.03 -0.11 0.00

Entry 7:
20
Properties=species:S:1:pos:R:3:forces:R:3 method="wB97M-V/def2-TZVPD" spin_multiplicity=1 de_lowest_kcal_mol=157.7 lumo_ha=0.0304 total_energy_ha=-440.2359 smiles="C=C(OCOC)[C@@H]1CN1"
C -2.089387 -1.075614 0.914774 -2.58 -4.47 -0.10
C -1.044832 -0.359340 1.101350 3.29 2.75 -1.60
O 0.293006 -1.009737 1.152134 -1.44 1.05 -1.22
C 0.710918 -1.348433 -0.186593 -2.06 -1.91 -0.74
O 0.847608 -0.180294 -0.989174 1.97 -0.67 -0.33
C 1.687193 -0.446962 -2.107509 3.39 -1.83 -1.33
C -1.062370 1.194734 1.026000 -4.91 -2.76 -2.57
C -0.162561 2.179701 0.477522 0.17 0.79 0.35
N -0.266926 1.871851 1.887050 3.42 -0.91 4.06
H -3.126023 -0.627605 0.576446 2.27 -1.27 1.19
H -1.802063 -2.304009 1.097499 -1.58 3.55 -0.92
H -0.183183 -1.918129 -0.767331 1.90 0.70 1.64
H 1.621409 -2.086052 -0.117170 -1.34 1.93 -0.05
H 2.849570 -0.806517 -1.870087 -2.75 0.87 0.41
H 1.397775 -1.405983 -2.744061 -0.20 2.24 1.04
H 1.963736 0.461681 -2.750177 -1.43 -1.17 0.99
H -2.083780 1.692067 0.828415 0.78 -1.76 0.93
H -0.734158 3.076970 0.366109 0.39 0.74 -0.92
H 0.773638 2.060289 0.046959 1.19 -0.40 -1.07
H 0.410430 1.031382 2.057842 -0.48 2.52 0.24

Entry 8:
20
Properties=species:S:1:pos:R:3:forces:R:3 method="wB97M-V/def2-TZVPD" spin_multiplicity=1 de_lowest_kcal_mol=53.5 lumo_ha=0.0227 total_energy_ha=-440.4020
C 0.339803 0.017907 0.166258 0.11 0.13 -0.13
C 0.628832 -1.381842 -0.407067 -0.14 -0.61 -0.34
C 1.619362 0.876646 0.149651 -0.19 0.02 0.09
C -0.199867 -0.122249 1.593023 0.01 0.05 -0.16
C -0.642691 0.722640 -0.780516 -0.12 0.34 -2.30
N -1.513480 1.599012 -0.273769 -0.17 0.05 0.30
C -0.674550 -1.868964 -1.067647 0.14 2.52 -2.08
O -0.645520 0.542071 -2.047608 0.45 1.51 2.53
O -1.484272 -2.566733 -0.521162 0.02 -0.39 -0.01
H -2.165192 2.038638 -0.904930 0.08 -0.10 -0.07
H -1.714748 1.645957 0.709456 0.16 0.03 0.03
H 0.996828 -2.071828 0.358809 -0.11 0.19 0.09
H 1.379827 -1.307007 -1.198095 -0.02 0.02 0.04
H -0.786669 -0.872314 -2.103650 -0.15 -3.74 2.00
H 1.448059 1.835182 0.642351 0.01 0.05 -0.04
H 1.944560 1.055632 -0.874336 0.02 0.00 0.00
H 2.415737 0.362162 0.685690 0.02 -0.09 0.02
H -0.382835 0.843145 2.067138 -0.06 0.06 -0.01
H 0.546156 -0.625929 2.207596 -0.01 -0.04 -0.04
H -1.109337 -0.722126 1.598808 -0.04 -0.02 0.09

Entry 9:
20
Properties=species:S:1:pos:R:3:forces:R:3 method="wB97M-V/def2-TZVPD" spin_multiplicity=1 de_lowest_kcal_mol=86.9 lumo_ha=0.0258 total_energy_ha=-440.3488 smiles="CC(C)=C(C)C(=O)ON"
C -2.029830 0.891342 -0.093998 -0.54 -0.42 -0.29
C -0.655273 0.600568 0.432948 0.62 -0.21 0.10
C -0.435689 0.962205 1.871775 0.22 0.32 0.13
C 0.295805 0.076114 -0.356208 0.12 2.40 -2.03
C 0.091393 -0.248961 -1.811235 -0.68 -0.14 -0.44
C 1.767251 0.211090 -0.005144 -2.59 -2.08 3.76
O 2.366897 1.168091 0.370055 0.39 -1.01 -1.06
O 1.984509 -1.121777 0.587358 2.14 1.59 -0.10
N 1.720449 -2.176857 -0.310766 0.49 -0.86 -0.25
H -2.002438 1.681972 -0.860198 0.09 -0.22 0.17
H -2.700029 1.239598 0.698400 0.13 -0.16 -0.09
H -2.480661 0.002535 -0.561629 0.02 0.30 0.10
H -0.881715 1.935729 2.092477 -0.03 -0.06 -0.01
H 0.608999 1.017925 2.160470 0.15 -0.05 -0.10
H -0.902965 0.231170 2.534310 -0.18 -0.03 -0.07
H 0.996679 -0.093495 -2.377080 0.42 -0.10 -0.11
H -0.205750 -1.286731 -1.968143 0.05 -0.06 0.01
H -0.659835 0.357947 -2.320190 -0.16 0.14 0.30
H 0.791338 -2.511468 -0.105196 -0.53 0.05 0.20
H 2.330863 -2.936997 0.021995 -0.13 0.62 -0.22

Entry 10:
20
Properties=species:S:1:pos:R:3:forces:R:3 method="wB97M-V/def2-TZVPD" spin_multiplicity=1 de_lowest_kcal_mol=96.1 lumo_ha=0.0329 total_energy_ha=-440.3340 smiles="CC(=O)ON.CC#CC"
C 0.636106 -1.865046 -1.060865 -1.04 0.28 0.05
C 1.004161 -0.888706 0.021272 3.72 0.38 -0.24
O 1.319358 -1.168627 1.155667 -1.03 0.37 -0.55
O 1.529736 0.292998 -0.593236 -0.58 -1.29 0.27
N 2.227136 1.175383 0.274717 -0.39 0.14 0.38
H 1.391890 -1.849781 -1.842462 0.07 0.06 0.10
H 0.521241 -2.866435 -0.653012 0.10 0.09 0.13
H -0.314098 -1.562062 -1.497430 0.01 -0.04 -0.18
H 3.215293 0.931293 0.212266 -0.20 -0.26 -0.02
H 1.919435 0.927289 1.220526 0.17 0.03 -0.19
C -0.861469 2.222197 -0.964541 0.39 0.14 -0.13
C -1.045473 1.057218 -0.126199 -0.59 -1.40 0.87
C -1.240025 0.068475 0.554526 -0.94 2.03 -0.53
C -1.860315 -0.832830 1.519389 0.54 -0.56 0.05
H -1.242691 2.039784 -1.969947 -0.02 0.08 0.02
H 0.201165 2.460882 -1.029842 -0.01 0.06 -0.05
H -1.380764 3.076035 -0.524912 -0.01 -0.02 -0.09
H -2.462950 -1.583659 1.005890 -0.05 0.01 0.09
H -1.073270 -1.348375 2.072337 -0.13 -0.12 0.12
H -2.484468 -0.286034 2.225855 0.00 0.02 -0.10

Entry 11:
25
Properties=species:S:1:pos:R:3:forces:R:3 method="wB97M-V/def2-TZVPD" total_charge=+1 spin_multiplicity=1 de_lowest_kcal_mol=84.3 lumo_ha="-0.1962 / -0.1961" total_energy_ha=-1082.3353
C 0.285515 1.278882 0.068117 0.20 -2.30 -0.23
C -1.206791 0.903402 -0.309708 1.21 4.38 -3.24
C 0.475891 -1.275513 -0.233640 0.51 -1.52 -1.13
C 1.147273 -0.083219 0.302490 0.53 3.15 2.61
C -0.756119 -1.153232 0.338916 -0.35 -0.25 0.16
C -2.166973 2.058589 0.080646 2.01 0.81 3.62
N 1.108477 -2.273472 -0.858514 -2.06 -0.50 -1.42
O 3.209440 0.343258 -1.763889 0.85 -0.81 -1.60
O -1.589521 -0.181551 0.425863 0.25 -2.43 0.35
O 0.957789 1.832126 -1.066549 0.16 -1.28 -0.42
O 1.724349 -0.202878 1.630941 2.33 -1.69 -4.38
O -0.416759 -4.347659 0.349603 -1.97 1.16 -0.15
O -1.389897 3.315769 0.140501 -0.23 -1.15 -1.50
P 2.838084 0.968764 -0.532675 -1.13 -0.34 1.19
H 0.425888 1.983076 0.867427 -0.42 -0.07 0.70
H -1.146570 0.780080 -1.486902 -0.43 -0.42 2.35
H -2.317961 1.859447 1.236728 -0.81 0.00 -2.47
H -3.030298 2.126989 -0.563030 -0.33 0.13 0.19
H 2.071183 -2.454541 -0.661947 0.50 0.19 -0.15
H 0.610001 -2.950589 -1.538715 1.03 1.50 2.10
H -1.335147 -4.227994 0.718990 1.57 -0.41 -0.48
H 0.887871 2.765345 -1.196991 -0.52 1.33 0.19
H 1.245698 0.117506 2.320137 -2.69 1.48 2.92
H -0.015056 -5.045382 0.840166 0.30 -0.85 0.63
H -1.616361 3.862795 0.892037 -0.47 -0.12 0.17

Entry 12:
19
Properties=species:S:1:pos:R:3:forces:R:3 method="wB97M-V/def2-TZVPD" spin_multiplicity=1 de_lowest_kcal_mol=47.1 lumo_ha=0.0343 total_energy_ha=-688.0741 smiles="C/C=C(C)/N=C/SC"
C 2.673522 0.629915 0.160723 2.51 -2.69 2.13
C 1.215094 0.641719 0.051353 -1.73 0.44 0.47
C 0.343669 -0.383476 0.189741 1.11 0.44 0.12
C 0.808301 -1.863296 0.405193 -0.92 2.26 0.19
N -1.047094 -0.022423 0.259169 1.48 -0.15 -0.18
C -1.965794 -0.698239 -0.250083 -0.84 -2.67 -0.91
S -3.611178 -0.269944 -0.173860 -0.94 0.30 1.11
C -3.613679 1.250512 0.822327 -0.83 -1.02 1.93
H 3.230766 -0.312734 -0.178843 -1.19 0.87 0.30
H 3.010155 0.662297 1.301734 -0.70 0.31 -2.15
H 3.196511 1.385097 -0.373150 0.10 1.05 -0.26
H 0.794123 1.671880 0.054179 0.03 -0.89 -0.21
H -0.101900 -2.367806 0.175488 -0.49 -1.16 0.21
H 1.054030 -1.964022 1.516943 0.21 -0.32 -1.82
H 1.508846 -2.120921 -0.408765 0.25 -0.06 1.10
H -2.060825 -1.768540 -0.784116 1.36 1.98 0.84
H -4.668573 1.492267 0.771338 -0.14 0.47 0.14
H -3.060559 1.885655 0.235867 1.18 1.98 -1.11
H -3.254153 1.369724 1.918776 -0.46 -1.13 -1.89